Entry from OMol25: 12 unconnected molecules or ions with the total composition C28H60N4O8S4 in a non-equilibrium geometry (the ωB97M-V functional and the def2-TZVPD basis).

Geometry as XYZ:
```
104
C28H60N4O8S4 (the ωB97M-V functional and the def2-TZVPD basis)
C 2.775 1.420 -8.581
C 3.750 0.481 -9.073
N 4.573 -0.263 -9.418
H 3.025 1.709 -7.560
H 1.790 0.955 -8.548
H 2.691 2.307 -9.210
C 9.341 -2.598 -4.455
C 8.074 -2.087 -3.911
N 7.131 -1.709 -3.504
H 9.695 -1.762 -5.059
H 9.183 -3.361 -5.217
H 10.036 -3.075 -3.765
C -5.228 -2.407 -7.453
C -3.753 -2.417 -7.236
N -2.621 -2.368 -7.058
H -5.552 -1.645 -8.162
H -5.711 -2.356 -6.478
H -5.436 -3.374 -7.913
C 2.774 -4.972 2.626
C 2.542 -4.243 3.919
N 2.360 -3.696 4.951
H 2.868 -6.053 2.735
H 3.722 -4.556 2.286
H 2.050 -4.774 1.836
C -3.083 -6.418 -2.305
S -3.577 -7.446 -3.751
O -2.315 -8.191 -4.251
C -4.514 -8.672 -2.799
H -2.246 -6.879 -1.781
H -3.940 -6.366 -1.635
H -2.850 -5.406 -2.636
H -4.036 -8.898 -1.846
H -4.673 -9.617 -3.320
H -5.490 -8.231 -2.596
C 1.274 1.895 1.824
S -0.162 1.474 0.739
O -0.572 0.137 1.388
C 0.713 1.278 -0.863
H 0.915 2.240 2.794
H 1.862 2.639 1.287
H 1.888 1.020 2.037
H 0.103 0.616 -1.478
H 1.676 0.780 -0.754
H 0.960 2.194 -1.400
C -0.613 9.503 1.169
S -1.644 10.427 -0.041
O -3.073 10.137 0.365
C -1.431 12.137 0.670
H 0.379 9.918 1.347
H -0.231 8.586 0.720
H -1.098 9.253 2.112
H -1.547 13.036 0.064
H -0.386 12.395 0.845
H -1.958 12.212 1.620
C -7.514 -0.176 1.170
S -7.520 -1.229 -0.343
O -8.109 -2.625 0.038
C -8.838 -0.452 -1.230
H -7.082 0.818 1.055
H -6.882 -0.606 1.947
H -8.548 -0.030 1.483
H -9.755 -0.571 -0.653
H -8.946 -1.042 -2.140
H -8.670 0.599 -1.465
C -3.668 -8.824 5.500
C -3.268 -7.854 4.405
O -2.560 -8.153 3.431
C -3.826 -6.450 4.567
H -3.626 -9.818 5.055
H -4.663 -8.588 5.878
H -2.926 -8.819 6.298
H -4.745 -6.304 3.999
H -3.189 -5.620 4.261
H -4.092 -6.290 5.612
C 6.539 5.307 9.076
C 5.905 4.321 8.129
O 5.934 4.526 6.904
C 4.948 3.202 8.646
H 7.593 5.044 9.163
H 6.070 5.265 10.059
H 6.458 6.320 8.682
H 4.784 2.436 7.888
H 3.998 3.716 8.793
H 5.288 2.756 9.581
C 8.537 0.669 2.124
C 8.790 -0.607 2.881
O 9.841 -1.246 2.677
C 7.820 -0.864 4.005
H 7.665 0.641 1.470
H 9.384 0.998 1.522
H 8.382 1.519 2.788
H 6.766 -0.747 3.756
H 8.113 -0.167 4.789
H 7.948 -1.868 4.410
C -4.636 5.085 -3.822
C -4.594 4.077 -4.977
O -5.216 2.992 -4.980
C -3.713 4.398 -6.127
H -4.410 4.555 -2.897
H -5.625 5.538 -3.751
H -3.931 5.907 -3.942
H -3.907 5.448 -6.347
H -4.033 3.642 -6.844
H -2.681 4.261 -5.802
```

* E: -3516.2433 hartree
* HOMO-LUMO gap: 8.709 eV
* ΔE to the lowest compared entry with this formula, charge and spin: 4.3253 eV


Entry from OMol25: 3 unconnected molecules or ions with the total composition C22H40BN4O10P in a non-equilibrium geometry (the ωB97M-V functional and the def2-TZVPD basis).

Geometry as XYZ:
```
78
C22H40BN4O10P (the ωB97M-V functional and the def2-TZVPD basis)
C 5.718 2.202 0.759
O 5.391 1.356 -0.311
C 4.679 0.197 0.095
C 4.945 -0.913 -0.900
C 4.407 -2.279 -0.472
C 2.908 -2.320 -0.167
C 2.024 -2.373 -1.416
C 0.644 -2.967 -1.154
C -0.239 -2.088 -0.230
C -1.442 -1.497 -0.904
C -2.670 -2.020 -0.884
B -3.104 -3.306 -0.084
O -2.738 -4.517 -0.583
N -3.898 -3.134 1.139
C -5.162 -3.879 1.098
C -3.165 -3.373 2.376
C -3.723 -1.291 -1.645
O -4.633 -1.861 -2.209
C -3.626 0.203 -1.697
P -5.270 1.069 -1.682
C -5.259 1.577 -3.440
O -4.926 2.481 -0.902
C -2.398 0.717 -1.735
N -2.130 2.127 -1.786
C -1.417 2.574 -3.000
C -1.582 2.670 -0.612
C -2.059 2.138 0.715
O -0.781 3.580 -0.668
C -1.238 -0.249 -1.711
O -0.216 -0.048 -2.324
H 4.827 2.533 1.307
H 6.220 3.075 0.346
H 6.388 1.704 1.473
H 3.612 0.451 0.138
H 4.988 -0.104 1.104
H 4.551 -0.618 -1.876
H 6.030 -0.983 -1.017
H 4.972 -2.626 0.397
H 4.612 -2.990 -1.280
H 2.639 -1.430 0.409
H 2.690 -3.179 0.476
H 1.903 -1.368 -1.831
H 2.525 -2.963 -2.190
H 0.123 -3.118 -2.100
H 0.769 -3.945 -0.683
H -0.569 -2.659 0.641
H 0.371 -1.266 0.156
H -3.044 -5.252 -0.038
H -5.094 -4.848 1.613
H -5.959 -3.305 1.577
H -5.472 -4.054 0.067
H -3.828 -3.210 3.228
H -2.341 -2.663 2.473
H -2.749 -4.390 2.455
H -6.238 1.992 -3.687
H -5.125 0.671 -4.035
H -4.471 2.293 -3.684
H -4.523 3.138 -1.480
H -1.922 2.144 -3.863
H -1.476 3.659 -3.048
H -0.369 2.287 -2.998
H -2.795 1.343 0.670
H -2.501 2.971 1.260
H -1.194 1.798 1.286
C -2.621 6.003 1.255
N -2.686 6.723 2.556
O -2.689 7.936 2.538
O -2.731 6.035 3.556
H -2.587 6.737 0.459
H -1.728 5.385 1.266
H -3.510 5.380 1.191
C 8.011 -0.261 3.729
N 6.769 -0.880 3.187
O 5.703 -0.415 3.532
O 6.912 -1.811 2.421
H 7.724 0.550 4.387
H 8.554 -1.040 4.255
H 8.589 0.088 2.879
```

* E: -2199.7681 hartree
* HOMO-LUMO gap: 7.869 eV